Entry 1:
{"formula": "C31H30FeIN9S", "method": "the ωB97M-V functional and the def2-TZVPD basis", "species": ["I", "Fe", "S", "N", "N", "N", "N", "N", "N", "N", "N", "N", "C", "C", "C", "C", "C", "C", "C", "C", "C", "C", "C", "C", "C", "C", "C", "C", "C", "C", "C", "C", "C", "C", "C", "C", "C", "C", "C", "C", "C", "C", "C", "H", "H", "H", "H", "H", "H", "H", "H", "H", "H", "H", "H", "H", "H", "H", "H", "H", "H", "H", "H", "H", "H", "H", "H", "H", "H", "H", "H", "H", "H"], "positions_angstrom": [[3.995846, 4.669727, -2.788643], [-1.256947, -0.577257, 0.594376], [-1.446353, -2.185134, 2.310043], [1.840023, 1.011506, -2.637434], [-1.303168, -2.406003, -0.223190], [-1.179172, 1.015349, 1.579139], [-2.216742, 1.713460, 1.827710], [-1.130720, 2.157464, -2.859546], [-1.092750, 0.441522, -1.097172], [0.748443, -0.532614, 0.845334], [-3.191764, -0.108120, 0.694141], [1.966925, 1.303721, -1.338070], [2.648353, 1.977599, 2.754998], [-1.135752, 1.225938, -1.942758], [1.096840, 0.498646, 1.618813], [-3.351103, 1.062467, 1.337605], [-4.266306, -0.756156, 0.250591], [-1.141780, -4.551797, 0.805314], [1.912033, -2.051315, -0.642698], [-1.172503, -2.967862, -1.425560], [-1.295765, -3.161845, 0.893173], [2.150501, -2.329204, 1.733772], [-1.671899, 1.940507, -4.199277], [2.715531, -3.163307, -0.850114], [1.631013, -1.617793, 0.651323], [-1.620567, 4.551621, -2.856503], [2.656479, 2.437193, -1.116541], [-0.576210, 3.483145, -2.568232], [2.954474, -3.437190, 1.520475], [1.615627, 2.893902, 3.070350], [-4.608755, 1.623659, 1.538762], [2.466142, 1.991543, -3.271355], [-5.548601, -0.265893, 0.410889], [-5.716217, 0.949589, 1.065448], [2.417426, 0.820279, 2.065679], [-1.014862, -5.126199, -0.438975], [2.986821, 2.927407, -2.359133], [-1.035346, -4.328765, -1.586372], [-2.721410, 2.999559, -4.509749], [0.067766, 1.422526, 1.982822], [-2.159499, 4.401930, -4.278857], [3.241796, -3.859078, 0.228355], [0.334084, 2.607856, 2.689794], [-2.927852, 5.151265, -4.473736], [-0.845128, 2.001265, -4.915692], [-6.706678, 1.360370, 1.211896], [2.927739, -3.487441, -1.861441], [2.845922, 2.799160, -0.119681], [3.865736, -4.728268, 0.064662], [-3.589423, 2.838433, -3.863858], [-0.249746, 3.497165, -1.529636], [3.347198, -3.984058, 2.368729], [1.842801, 3.798456, 3.616971], [-4.682898, 2.563634, 2.066154], [1.576606, 0.674737, -0.640686], [-1.170922, 5.536084, -2.716166], [-4.072591, -1.701733, -0.240380], [2.522091, 2.002070, -4.348154], [-2.438486, 4.457628, -2.136302], [-1.348410, 4.587552, -4.991680], [-1.166628, -2.287784, -2.269936], [-0.891202, -6.198451, -0.527884], [-0.492172, 3.265597, 2.923814], [-2.083211, 0.933855, -4.246247], [1.489784, -1.514550, -1.485034], [0.308156, 3.630405, -3.197200], [1.889983, -2.015631, 2.736801], [3.661293, 2.203895, 3.067583], [-3.055151, 2.882444, -5.542443], [-1.115005, -5.139676, 1.711939], [-0.929791, -4.755072, -2.573425], [3.230225, 0.145244, 1.833455], [-6.392643, -0.827397, 0.037421]], "forces_ev_per_angstrom": [[0.006, 0.002, 0.002], [0.170, 0.019, -0.132], [-0.014, -0.043, 0.000], [0.071, -0.014, -0.025], [-0.019, 0.050, 0.019], [-0.049, 0.024, 0.054], [0.026, -0.018, -0.002], [-0.130, 0.023, 0.053], [-0.192, -0.025, -0.008], [0.097, 0.060, -0.064], [-0.003, -0.014, -0.002], [0.112, -0.004, -0.040], [0.006, 0.015, 0.005], [0.171, -0.004, -0.003], [-0.021, 0.028, 0.136], [-0.009, -0.008, -0.003], [0.010, -0.005, 0.000], [-0.005, -0.012, 0.002], [0.011, -0.017, 0.008], [-0.016, -0.010, -0.005], [0.010, 0.018, 0.030], [0.014, 0.008, -0.026], [0.024, -0.008, 0.002], [-0.019, 0.010, -0.008], [-0.085, -0.034, 0.057], [0.000, -0.020, -0.019], [-0.100, 0.043, 0.003], [0.010, 0.028, -0.020], [-0.001, -0.001, 0.002], [0.006, -0.012, -0.002], [0.004, 0.004, -0.002], [-0.049, 0.032, 0.014], [-0.001, 0.009, -0.001], [-0.003, -0.008, 0.004], [-0.035, -0.031, -0.022], [0.003, 0.005, -0.002], [0.076, -0.038, -0.008], [-0.006, 0.006, 0.007], [0.005, 0.000, 0.007], [0.050, 0.002, -0.019], [0.006, 0.003, 0.002], [0.010, -0.009, 0.008], [-0.007, -0.001, 0.001], [-0.001, 0.000, 0.001], [0.004, -0.007, -0.005], [0.000, 0.000, -0.001], [-0.001, 0.001, -0.001], [-0.003, 0.014, -0.005], [0.000, 0.001, 0.001], [0.002, 0.001, -0.001], [0.002, -0.004, 0.007], [-0.002, 0.000, 0.001], [-0.002, -0.001, 0.001], [0.002, 0.000, -0.002], [-0.143, -0.065, -0.014], [0.000, 0.001, 0.000], [-0.003, 0.000, -0.001], [0.005, 0.001, -0.002], [-0.001, 0.000, -0.001], [-0.001, 0.000, -0.001], [0.004, 0.003, 0.002], [0.002, 0.000, -0.001], [0.001, 0.001, 0.000], [-0.003, -0.001, -0.001], [0.008, 0.006, -0.002], [-0.014, -0.002, 0.015], [0.007, -0.012, 0.003], [-0.001, -0.001, 0.000], [0.002, 0.001, 0.000], [0.000, 0.000, -0.001], [-0.001, -0.002, 0.000], [0.005, 0.012, 0.004], [0.000, -0.001, 0.001]], "e_tot_ev": -99368.9819, "relative_energy_kcal_mol": 0.0, "homo_lumo_gap_ev": [6.149, 6.150], "e_lumo_ev": [-0.7, -0.7]}

---

Entry 2:
{"formula": "C31H30FeIN9S", "method": "the ωB97M-V functional and the def2-TZVPD basis", "species": ["I", "Fe", "S", "N", "N", "N", "N", "N", "N", "N", "N", "N", "C", "C", "C", "C", "C", "C", "C", "C", "C", "C", "C", "C", "C", "C", "C", "C", "C", "C", "C", "C", "C", "C", "C", "C", "C", "C", "C", "C", "C", "C", "C", "H", "H", "H", "H", "H", "H", "H", "H", "H", "H", "H", "H", "H", "H", "H", "H", "H", "H", "H", "H", "H", "H", "H", "H", "H", "H", "H", "H", "H", "H"], "positions_angstrom": [[5.588938, -0.800679, 4.995361], [0.657868, -1.339898, -0.439554], [0.792044, -2.762340, -2.431222], [1.962698, -0.289598, 2.967263], [-1.138944, -0.714603, -1.146578], [2.754174, -0.143722, 1.905902], [-0.938857, 2.865928, 0.535011], [0.230228, 0.699708, 0.777330], [-0.411496, -2.138652, 0.863133], [1.884181, -0.552131, -1.755209], [0.078725, -2.905947, 1.764481], [1.985617, -2.548363, 0.429268], [3.987394, -0.253574, 2.365127], [-1.422424, -0.130425, -2.393390], [3.464313, -4.287353, 1.982506], [3.245366, -2.833106, 0.107976], [-1.775284, 3.875933, 2.618869], [-2.654339, -2.132943, 1.874857], [-2.273482, 2.869358, -0.088598], [-3.365682, 2.842822, 0.971503], [-2.103075, -1.023529, -0.289911], [3.976660, -0.496244, 3.753826], [-0.698912, 3.908185, 1.541606], [-3.487888, -0.642394, -0.367665], [-2.345364, -0.689838, -3.278710], [3.429224, 0.806106, -2.934372], [1.427627, -3.151722, 1.493611], [-2.570408, -0.114140, -4.517864], [-1.729121, -1.780915, 0.871273], [2.149894, -4.021910, 2.304752], [1.825378, -1.430658, -2.773847], [-0.713536, 1.001281, -2.794546], [-0.320806, 1.709637, 0.668405], [-3.163585, 3.966148, 1.987281], [-4.354907, -0.985063, 0.625735], [-3.954151, -1.737781, 1.763354], [-1.870295, 1.022319, -4.905493], [2.647468, -0.516644, 4.105959], [3.366237, -0.083491, -4.016373], [2.573120, -1.201585, -3.944647], [2.670088, 0.529483, -1.823435], [4.023684, -3.695516, 0.853684], [-0.936974, 1.572577, -4.039075], [-3.343836, 1.871729, 1.475822], [0.022920, 1.424087, -2.122332], [3.631622, -2.337632, -0.773708], [-3.934867, 3.926708, 2.757460], [4.051376, -4.957829, 2.596429], [-1.686920, 2.939391, 3.178601], [4.053751, 1.687299, -2.965256], [2.164386, -0.672363, 5.054947], [0.966164, -0.239972, 2.817874], [-2.307654, -2.714071, 2.718789], [-2.040365, 1.463952, -5.878717], [-2.858757, -1.599085, -2.991690], [-3.834071, -0.065590, -1.214724], [-0.709103, 4.869434, 1.020590], [-3.266569, 4.933773, 1.483117], [-0.372693, 2.449028, -4.333639], [-5.388132, -0.666574, 0.546413], [-2.336257, 2.013113, -0.757510], [0.296939, 3.760535, 1.956435], [3.947777, 0.110243, -4.909360], [2.662828, 1.167576, -0.946826], [-4.676685, -1.994787, 2.525550], [2.504838, -1.909785, -4.758126], [-3.283711, -0.566806, -5.195304], [-2.341466, 3.775334, -0.696928], [1.658072, -4.471129, 3.155620], [-4.338826, 2.929422, 0.484043], [5.044441, -3.893607, 0.560455], [-1.611021, 4.693902, 3.322867], [4.834417, -0.191017, 1.701526]], "forces_ev_per_angstrom": [[0.022, -0.002, 0.009], [-0.420, 0.073, -0.564], [0.039, 0.057, 0.209], [-0.025, -0.029, -0.013], [0.027, 0.171, 0.090], [0.325, 0.308, -0.192], [0.028, -0.006, -0.128], [0.209, -0.356, -0.231], [-0.290, -0.441, 0.200], [0.169, 0.211, -0.133], [0.114, 0.134, 0.055], [-0.005, 0.207, 0.304], [-0.078, -0.193, 0.229], [0.034, -0.024, 0.106], [0.017, 0.019, -0.024], [0.028, 0.029, 0.020], [-0.017, -0.010, -0.016], [0.077, 0.013, -0.045], [-0.036, -0.029, 0.046], [0.011, 0.013, 0.006], [-0.097, -0.035, 0.024], [-0.040, -0.023, 0.007], [-0.001, 0.002, 0.013], [0.125, -0.025, -0.030], [0.006, -0.031, 0.006], [0.050, 0.002, -0.100], [-0.090, -0.015, -0.069], [0.016, 0.032, -0.016], [-0.064, -0.014, -0.038], [-0.026, -0.034, 0.041], [0.024, -0.061, -0.187], [0.020, 0.053, -0.031], [0.037, 0.056, 0.257], [0.014, -0.014, -0.018], [0.009, -0.044, 0.091], [-0.087, 0.040, -0.031], [-0.011, -0.021, -0.003], [0.032, 0.024, -0.003], [0.018, 0.056, 0.045], [-0.053, -0.022, 0.061], [-0.107, -0.063, 0.069], [-0.024, -0.015, 0.008], [0.000, -0.011, 0.019], [-0.012, -0.008, -0.003], [0.001, -0.011, -0.002], [-0.002, 0.016, 0.008], [0.002, -0.008, 0.004], [-0.003, -0.001, 0.003], [0.001, 0.008, 0.018], [-0.001, -0.001, 0.003], [-0.009, -0.003, -0.006], [0.001, -0.020, 0.009], [0.022, -0.001, -0.007], [-0.004, -0.002, -0.001], [-0.007, 0.004, -0.014], [0.015, -0.010, -0.011], [-0.004, 0.000, 0.000], [-0.010, 0.005, 0.012], [0.001, 0.002, 0.003], [-0.004, -0.010, 0.009], [0.011, 0.007, -0.029], [0.010, 0.004, -0.019], [0.000, 0.003, 0.001], [0.010, -0.005, 0.004], [-0.012, 0.008, -0.011], [0.002, 0.002, -0.005], [-0.002, -0.003, 0.002], [0.004, 0.008, 0.010], [0.008, -0.003, -0.001], [0.001, -0.012, -0.001], [0.001, 0.002, -0.003], [0.009, 0.004, -0.006], [-0.009, 0.039, -0.008]], "e_tot_ev": -99368.0550, "relative_energy_kcal_mol": 21.4, "homo_lumo_gap_ev": [5.936, 6.067], "e_lumo_ev": [-0.7, -0.6]}

---

Entry 3:
{"formula": "C31H30N9O7SV", "method": "the ωB97M-V functional and the def2-TZVPD basis", "species": ["V", "S", "O", "O", "O", "O", "O", "O", "O", "N", "N", "N", "N", "N", "N", "N", "N", "N", "C", "C", "C", "C", "C", "C", "C", "C", "C", "C", "C", "C", "C", "C", "C", "C", "C", "C", "C", "C", "C", "C", "C", "C", "C", "C", "C", "C", "C", "C", "C", "H", "H", "H", "H", "H", "H", "H", "H", "H", "H", "H", "H", "H", "H", "H", "H", "H", "H", "H", "H", "H", "H", "H", "H", "H", "H", "H", "H", "H", "H"], "positions_angstrom": [[-0.305681, 0.286835, 0.239926], [4.315880, -5.089015, -5.056096], [4.380096, -6.434352, -5.580920], [3.108998, -4.352400, -5.381194], [-0.892838, 2.051753, -2.461940], [5.541102, -4.316098, -5.139908], [2.637257, -0.066827, -0.597650], [2.887994, 1.830869, -4.866253], [-3.403015, -0.694318, 2.687945], [-2.176520, -0.349384, -0.619842], [-1.184936, 2.231594, 0.275848], [-1.309402, -0.236418, 1.850580], [0.797206, 0.884006, -1.473980], [5.039948, -6.173227, -2.649483], [0.963097, 1.009825, 1.866920], [1.062148, 1.985105, -3.561298], [0.575653, -1.649269, 0.041207], [3.275742, -4.612847, -2.621179], [0.523879, 0.676722, 3.090342], [0.260336, 1.649766, -2.482283], [-3.094694, -0.585880, 0.331553], [1.341013, -1.292477, -4.140188], [-2.629052, -0.508035, 1.764800], [4.184325, -5.339534, -3.252024], [2.375600, -3.138732, 0.525673], [4.959455, -6.258081, -1.333464], [2.710854, 2.298945, 2.849541], [2.028177, 1.816405, 1.753826], [1.171085, 1.114069, 4.237810], [-0.700114, -0.192537, 3.156005], [4.618636, 2.076400, -1.994461], [-1.628124, 3.283703, 0.284404], [-2.542443, -0.427406, -1.901705], [1.161096, -3.357239, -1.514893], [-4.405002, -0.902460, 0.035984], [4.057095, -5.515737, -0.573349], [2.852366, 0.455630, -2.898857], [0.357413, -2.328280, -1.094636], [4.341594, 0.729752, -2.649912], [3.217681, -4.690947, -1.296779], [2.706121, -0.951094, -3.559234], [-3.833867, -0.752085, -2.278832], [1.556502, -2.076023, 0.846085], [2.229114, -3.751666, -0.712662], [-2.185433, 4.623917, 0.293011], [2.309851, 1.478173, -3.868129], [2.102193, 0.434135, -1.573145], [2.278886, 1.930442, 4.116516], [-4.780088, -0.988299, -1.295574], [1.357872, -2.308223, -4.538756], [3.567207, 2.941933, 2.707239], [3.452326, -0.998251, -4.353556], [4.728554, -0.080795, -2.033169], [4.019745, -5.604262, 0.503440], [1.031058, -3.812723, -2.487095], [-1.683657, 5.222959, -0.465053], [-4.080685, -0.816044, -3.328665], [4.204573, 2.898724, -2.582056], [-2.042310, 5.073834, 1.273441], [0.794240, 0.818890, 5.207771], [0.551655, -1.247165, -3.386551], [1.071360, -0.620733, -4.957516], [4.840662, 0.679415, -3.617416], [-3.248557, 4.574089, 0.064894], [-0.401388, -1.196985, 3.484448], [2.796103, 2.284615, 4.998459], [-5.797026, -1.243326, -1.562748], [-0.449775, -1.977544, -1.720811], [3.189859, -3.395445, 1.188740], [2.999002, -1.686439, -2.805894], [5.691650, 2.248518, -1.911195], [-5.089138, -1.079853, 0.853222], [-1.780201, -0.212405, -2.635454], [0.625353, 2.571428, -4.258832], [4.201723, 2.120954, -0.986018], [2.336710, 2.051872, 0.747431], [-1.397799, 0.181605, 3.909631], [5.650660, -6.940496, -0.848734], [1.732920, -1.489336, 1.736786]], "forces_ev_per_angstrom": [[0.069, -0.249, 0.015], [0.052, -0.136, 0.093], [-0.015, 0.055, -0.026], [-0.080, 0.079, -0.021], [-0.059, 0.031, 0.021], [-0.021, 0.026, 0.002], [0.087, 0.314, 0.042], [-0.050, 0.005, -0.002], [0.024, -0.004, -0.002], [0.039, 0.000, 0.053], [0.046, 0.127, 0.158], [0.196, 0.197, -0.361], [-0.085, 0.021, 0.206], [-0.020, -0.011, -0.034], [-0.127, -0.044, -0.025], [-0.071, 0.031, 0.049], [-0.231, -0.002, 0.141], [-0.099, 0.078, -0.014], [0.026, 0.023, 0.031], [-0.043, -0.154, -0.206], [-0.062, -0.022, -0.046], [-0.022, 0.013, -0.011], [-0.030, -0.063, 0.084], [0.105, 0.012, -0.033], [0.054, 0.064, 0.001], [-0.022, 0.043, 0.050], [0.013, 0.000, -0.037], [0.013, -0.108, -0.021], [0.025, 0.001, -0.013], [-0.007, -0.054, 0.020], [0.006, 0.006, 0.001], [0.016, -0.043, 0.049], [0.001, 0.015, 0.057], [0.027, -0.075, 0.049], [0.010, 0.007, -0.017], [0.006, -0.060, -0.060], [-0.043, 0.044, 0.006], [-0.012, 0.068, 0.059], [0.022, 0.003, -0.035], [0.116, 0.008, 0.112], [0.082, -0.019, 0.004], [0.031, -0.008, -0.010], [-0.087, -0.017, -0.064], [-0.105, 0.003, -0.007], [-0.012, -0.013, -0.070], [0.118, -0.019, 0.043], [0.136, -0.172, -0.097], [-0.013, 0.005, 0.009], [-0.017, -0.020, 0.001], [0.130, 0.008, -0.029], [0.002, -0.003, 0.003], [-0.013, -0.053, 0.003], [0.004, -0.005, -0.015], [-0.016, 0.014, 0.008], [-0.025, 0.016, 0.023], [-0.004, 0.001, -0.001], [-0.002, 0.007, -0.001], [-0.003, 0.004, -0.004], [-0.003, 0.006, -0.003], [-0.004, -0.005, -0.002], [-0.007, 0.117, -0.067], [0.008, -0.002, -0.021], [-0.012, -0.005, 0.005], [0.000, 0.005, 0.003], [-0.036, -0.004, 0.023], [0.001, 0.001, -0.002], [0.001, 0.004, -0.005], [-0.054, -0.037, 0.082], [0.005, -0.024, -0.003], [0.016, -0.010, -0.075], [0.000, -0.011, 0.008], [0.005, -0.002, 0.006], [0.018, 0.031, -0.036], [0.004, 0.003, 0.011], [-0.023, 0.005, 0.019], [0.029, -0.004, -0.090], [-0.006, 0.015, -0.010], [-0.002, -0.011, -0.012], [0.000, -0.047, 0.038]], "e_tot_ev": -96904.7871, "multiplicity": 3, "relative_energy_kcal_mol": 3.9, "homo_lumo_gap_ev": [5.472, 5.980], "e_lumo_ev": [-1.8, -1.3], "s2": 2.01}

---

> What is the formula in the first record?

C31H30FeIN9S